(1)
Density functional theory data (the ωB97M-V functional and the def2-TZVPD basis) for a 6-piece molecular cluster, C39H62FN6O overall.

Each atom is followed by the atoms it is bonded to, with distances in Å.
Geometry (Å):
1 F 2.5100 -1.3992 1.8247  C34 1.404
2 O -1.9687 -4.2011 -0.2048  C11 1.419, C20 1.408
3 N -7.2151 2.5380 -0.6712  C23 1.369, C46 1.368, H74 1.003
4 N 3.5548 -0.0573 -4.9742  C17 1.364, C27 1.367, H95 1.003
5 N 1.1544 5.1743 -3.9922  C21 1.367, C45 1.367, H51 1.003
6 N -0.9719 4.1201 5.2802  C25 1.365, C31 1.366, H87 1.004
7 N 3.1057 0.6646 3.6262  C19 1.482, C36 1.283, H54 1.015
8 N 1.2408 -5.4400 -0.6370  C32 1.367, C44 1.367, H72 1.003
9 C -1.1944 0.2897 -0.8469  C35 1.543, C43 1.553, H60 1.094, H99 1.102
10 C -3.8496 -1.2183 3.2353  C26 1.533, C41 1.534, H61 1.101, H103 1.099
11 C -3.1447 -3.6097 0.3245  O2 1.419, C14 1.526, H67 1.100, H71 1.103
12 C -6.2263 0.8186 -1.6469  C23 1.369, C40 1.422, H89 1.078
13 C 3.3800 0.7290 1.3451  C34 1.559, C36 1.490, C38 1.535, H80 1.108
14 C -2.8935 -3.1035 1.7425  C11 1.526, C41 1.544, H76 1.097, H97 1.099
15 C 4.2389 -0.6477 -2.9622  C17 1.370, C33 1.421, H70 1.076
16 C -0.5923 2.2339 4.1841  C18 1.422, C31 1.376, H56 1.080
17 C 3.1281 -0.4353 -3.7349  N4 1.364, C15 1.370, H64 1.077
18 C -1.3971 1.9483 5.3213  C16 1.422, C25 1.369, H100 1.077
19 C 4.0323 -0.4542 3.3314  N7 1.482, C34 1.534, H63 1.096, H84 1.089
20 C -1.6485 -3.7612 -1.5034  O2 1.408, H59 1.095, H83 1.099, H102 1.100
21 C 1.1438 4.4602 -5.1578  N5 1.367, C28 1.369, H66 1.076
22 C 2.6643 -3.9279 -1.3963  C37 1.421, C44 1.372, H106 1.077
23 C -7.1317 1.1721 -0.6821  N3 1.369, C12 1.369, H75 1.076
24 C 4.7261 -1.4949 1.0255  C34 1.515, C42 1.530, H90 1.096, H91 1.097
25 C -1.6080 3.1319 5.9755  N6 1.365, C18 1.369, H86 1.076
26 C -3.0717 -0.0909 2.5466  C10 1.533, C29 1.535, H88 1.099, H109 1.102
27 C 4.9213 -0.0253 -5.0069  N4 1.367, C33 1.370, H77 1.076
28 C 1.5918 3.1975 -4.8758  C21 1.369, C47 1.421, H55 1.077
29 C -3.6029 0.3441 1.1742  C26 1.535, C30 1.543, H73 1.098, H79 1.098
30 C -2.8485 1.5737 0.6264  C29 1.543, C43 1.540, H69 1.104, H105 1.097
31 C -0.3545 3.5894 4.1836  N6 1.366, C16 1.376, H108 1.079
32 C 1.8330 -5.9856 -1.7421  N8 1.367, C37 1.369, H52 1.076
33 C 5.3804 -0.3972 -3.7713  C15 1.421, C27 1.370, H82 1.077
34 C 3.7296 -0.7045 1.8485  F1 1.404, C13 1.559, C19 1.534, C24 1.515
35 C 0.2464 0.8016 -1.0564  C9 1.543, C39 1.536, H58 1.096, H85 1.097
36 C 2.7637 1.3091 2.5714  N7 1.283, C13 1.490, H62 1.083
37 C 2.7206 -5.0702 -2.2401  C22 1.421, C32 1.369, H78 1.077
38 C 2.5829 0.8935 0.0435  C13 1.535, C39 1.535, H49 1.098, H104 1.097
39 C 1.0622 0.8291 0.2452  C35 1.536, C38 1.535, H53 1.098, H93 1.104
40 C -5.7501 2.0184 -2.2438  C12 1.422, C46 1.370, H94 1.077
41 C -4.1469 -2.4273 2.3385  C10 1.534, C14 1.544, H68 1.100, H107 1.097
42 C 6.2015 -1.1215 1.1815  C24 1.530, H50 1.095, H65 1.096, H96 1.094
43 C -2.3138 1.3657 -0.8031  C9 1.553, C30 1.540, H48 1.096, H98 1.099
44 C 1.7409 -4.1869 -0.4152  N8 1.367, C22 1.372, H57 1.077
45 C 1.6006 4.3851 -2.9685  N5 1.367, C47 1.371, H81 1.077
46 C -6.3770 3.0627 -1.6168  N3 1.368, C40 1.370, H92 1.076
47 C 1.8748 3.1451 -3.4845  C28 1.421, C45 1.371, H101 1.078
48 H -3.1386 1.0807 -1.4662  C43 1.096
49 H 2.8869 0.1027 -0.6546  C38 1.098
50 H 6.5037 -1.0168 2.2286  C42 1.095
51 H 0.8804 6.1351 -3.9039  N5 1.003
52 H 1.5721 -6.9726 -2.0833  C32 1.076
53 H 0.8150 -0.0604 0.8396  C39 1.098
54 H 2.7567 0.8950 4.5509  N7 1.015
55 H 1.7035 2.3991 -5.5898  C28 1.077
56 H -0.2854 1.5245 3.4303  C16 1.080
57 H 1.3872 -3.5866 0.4063  C44 1.077
58 H 0.2201 1.8210 -1.4596  C35 1.096
59 H -0.7029 -4.2370 -1.7822  C20 1.095
60 H -1.4283 -0.4840 -1.5843  C9 1.094
61 H -3.2770 -1.5547 4.1133  C10 1.101
62 H 2.0925 2.1552 2.6454  C36 1.083
63 H 5.0484 -0.0644 3.4618  C19 1.096
64 H 2.0789 -0.5241 -3.5103  C17 1.077
65 H 6.4545 -0.1904 0.6622  C42 1.096
66 H 0.8330 4.9097 -6.0847  C21 1.076
67 H -3.9606 -4.3476 0.3212  C11 1.100
68 H -4.8179 -2.1211 1.5219  C41 1.100
69 H -1.9756 1.7632 1.2755  C30 1.104
70 H 4.2378 -0.9646 -1.9336  C15 1.076
71 H -3.4610 -2.7701 -0.3166  C11 1.103
72 H 0.5428 -5.8913 -0.0753  N8 1.003
73 H -3.4993 -0.4852 0.4615  C29 1.098
74 H -7.8129 3.0738 -0.0699  N3 1.003
75 H -7.7235 0.5712 -0.0132  C23 1.076
76 H -2.5802 -3.9596 2.3535  C14 1.097
77 H 5.4513 0.2536 -5.9010  C27 1.076
78 H 3.3395 -5.2000 -3.1118  C37 1.077
79 H -4.6746 0.5761 1.2339  C29 1.098
80 H 4.3590 1.2432 1.2727  C13 1.108
81 H 1.6797 4.7710 -1.9663  C45 1.077
82 H 6.4147 -0.4807 -3.4830  C33 1.077
83 H -2.4147 -4.0527 -2.2357  C20 1.099
84 H 3.8635 -1.3062 3.9880  C19 1.089
85 H 0.7699 0.1930 -1.8043  C35 1.097
86 H -2.1715 3.3533 6.8653  C25 1.076
87 H -0.9811 5.0938 5.5248  N6 1.004
88 H -3.0518 0.7867 3.2078  C26 1.099
89 H -5.9383 -0.1869 -1.9067  C12 1.078
90 H 4.4334 -1.3601 -0.0218  C24 1.096
91 H 4.5568 -2.5545 1.2532  C24 1.097
92 H -6.3053 4.1257 -1.7702  C46 1.076
93 H 0.7322 1.7048 0.8311  C39 1.104
94 H -5.0340 2.1004 -3.0445  C40 1.077
95 H 2.9555 0.1673 -5.7468  N4 1.003
96 H 6.8260 -1.9084 0.7487  C42 1.094
97 H -2.0418 -2.4097 1.7255  C14 1.099
98 H -1.9297 2.3236 -1.1810  C43 1.099
99 H -1.2111 -0.2314 0.1235  C9 1.102
100 H -1.7928 0.9891 5.6092  C18 1.077
101 H 2.2479 2.2913 -2.9423  C47 1.078
102 H -1.5221 -2.6689 -1.5436  C20 1.100
103 H -4.7981 -0.8224 3.6229  C10 1.099
104 H 2.8797 1.8368 -0.4311  C38 1.097
105 H -3.4704 2.4742 0.6958  C30 1.097
106 H 3.2292 -3.0192 -1.5183  C22 1.077
107 H -4.7134 -3.1562 2.9306  C41 1.097
108 H 0.1613 4.2287 3.4845  C31 1.079
109 H -2.0209 -0.3923 2.4049  C26 1.102

For the HOMO-LUMO gap, the calculation gives 6.02 eV. Its energy is -55147.0159 eV. The strongest force on any atom comes out at 0.5 eV/Å. Its net charge is +1. For the HOMO energy, the calculation gives -9.792 eV.

=====

(2)
Density functional theory data (the ωB97M-V functional and the def2-TZVPD basis) for one molecule with the formula C26H24N2O3S.

Each atom is followed by the atoms it is bonded to, with distances in Å.
Geometry (Å):
1 S -0.3131 -1.8578 3.0926  C13 1.816, C14 1.758
2 O -3.1290 5.6222 -0.0795  C10 1.406, C12 1.362
3 O 0.6689 0.8744 2.4183  C29 1.209
4 O 0.8555 3.7159 -1.5572  C8 1.358, C21 1.409
5 N -1.4280 1.7567 2.2510  C15 1.402, C29 1.361, H34 1.010
6 N -1.0566 -0.7910 0.8302  C14 1.303, C24 1.349
7 C 3.9827 -5.7538 -1.3293  C16 1.384, C28 1.385, H40 1.080
8 C -0.1324 3.6691 -0.6262  O4 1.358, C17 1.390, C26 1.390
9 C 2.3033 -4.3591 0.4000  C11 1.501, C22 1.389, C23 1.390
10 C -4.2288 5.7128 0.7919  O2 1.406, H45 1.095, H50 1.089, H54 1.095
11 C 1.3906 -3.5889 1.3089  C9 1.501, C20 1.503, H39 1.094, H49 1.095
12 C -2.2051 4.6442 0.1335  O2 1.362, C18 1.390, C26 1.390
13 C -1.1394 -0.2891 3.4852  S1 1.816, C29 1.528, H37 1.089, H46 1.091
14 C -0.2854 -1.7083 1.3410  S1 1.758, N6 1.303, C20 1.420
15 C -1.2724 2.7427 1.2667  N5 1.402, C17 1.387, C18 1.392
16 C 2.7212 -6.2446 -1.0389  C7 1.384, C22 1.384, H41 1.080
17 C -0.1904 2.7324 0.3995  C8 1.390, C15 1.387, H35 1.074
18 C -2.2843 3.6905 1.1413  C12 1.390, C15 1.392, H42 1.079
19 C -1.7239 0.7605 -2.3791  C27 1.368, C31 1.402, H47 1.080
20 C 0.5930 -2.5353 0.5925  C11 1.503, C14 1.420, C25 1.367
21 C 1.8543 2.7233 -1.5209  O4 1.409, H43 1.089, H51 1.095, H53 1.094
22 C 1.8867 -5.5499 -0.1808  C9 1.389, C16 1.384, H38 1.081
23 C 3.5705 -3.8732 0.1012  C9 1.390, C28 1.383, H55 1.081
24 C -0.9997 -0.5468 -0.4954  N6 1.349, C27 1.408, C32 1.419
25 C 0.6757 -2.2815 -0.7482  C20 1.367, C32 1.414, H52 1.081
26 C -1.1336 4.6251 -0.7518  C8 1.390, C12 1.390, H48 1.076
27 C -1.8231 0.4514 -1.0498  C19 1.368, C24 1.408, H44 1.078
28 C 4.4055 -4.5656 -0.7575  C7 1.385, C23 1.383, H36 1.080
29 C -0.5182 0.8221 2.6396  O3 1.209, N5 1.361, C13 1.528
30 C -0.0321 -0.9194 -2.6984  C31 1.369, C32 1.407, H33 1.081
31 C -0.8187 0.0799 -3.2060  C19 1.402, C30 1.369, H56 1.080
32 C -0.1058 -1.2602 -1.3358  C24 1.419, C25 1.414, C30 1.407
33 H 0.6586 -1.4585 -3.3316  C30 1.081
34 H -2.3702 1.6595 2.6010  N5 1.010
35 H 0.5727 1.9876 0.5287  C17 1.074
36 H 5.3889 -4.1780 -0.9804  C28 1.080
37 H -2.2078 -0.4002 3.3055  C13 1.089
38 H 0.9016 -5.9352 0.0421  C22 1.081
39 H 0.6912 -4.2670 1.8078  C11 1.094
40 H 4.6348 -6.2962 -1.9979  C7 1.080
41 H 2.3861 -7.1713 -1.4817  C16 1.080
42 H -3.1165 3.6653 1.8277  C18 1.079
43 H 2.5131 2.9400 -2.3605  C21 1.089
44 H -2.5185 0.9663 -0.4068  C27 1.078
45 H -4.8562 4.8162 0.7454  C10 1.095
46 H -0.9464 -0.1165 4.5445  C13 1.091
47 H -2.3432 1.5391 -2.7987  C19 1.080
48 H -1.0836 5.3542 -1.5423  C26 1.076
49 H 1.9702 -3.0928 2.0940  C11 1.095
50 H -4.8060 6.5703 0.4496  C10 1.089
51 H 1.4270 1.7224 -1.6422  C21 1.095
52 H 1.3499 -2.8504 -1.3735  C25 1.081
53 H 2.4276 2.7623 -0.5901  C21 1.094
54 H -3.9113 5.8819 1.8260  C10 1.095
55 H 3.9011 -2.9448 0.5448  C23 1.081
56 H -0.7512 0.3472 -4.2501  C31 1.080

For the HOMO-LUMO gap, the calculation gives 8.40 eV. The calculation puts the energy above the lowest of the compared OMol25 structures with the same formula, charge and spin at 1.4550 eV. Its energy is -47310.1023 eV. The strongest force on any atom comes out at 0.7 eV/Å. Its SMILES is COc1cc(NC(=O)CSc2nc3ccccc3cc2Cc2ccccc2)cc(OC)c1. For the HOMO energy, the calculation gives -8.069 eV.

=====

Among the records above, which one has the lowest HOMO-LUMO gap? C39H62FN6O